(i)
Entry from the OMol25 dataset: one molecule with the formula C6H11N (wB97M-V/def2-TZVPD).

Element x y z (Å)
H: -2.50 -0.11 -0.15
C: 1.96 0.10 -0.30
H: -0.78 -1.76 0.76
H: -1.80 1.57 1.39
C: 0.52 -0.10 0.17
H: 0.91 -1.94 1.28
H: 2.12 -0.41 -1.26
H: -2.35 1.61 -0.72
H: -0.07 1.34 -1.35
N: -0.91 1.13 1.58
H: 2.19 1.16 -0.43
H: 2.67 -0.32 0.42
H: 0.47 -2.19 -0.42
H: -0.56 -0.33 -1.67
C: 0.26 -1.59 0.47
C: 0.20 0.65 1.44
C: -1.83 0.74 -0.31
C: -0.50 0.44 -0.89

For the gap between HOMO and LUMO (spin up / spin down), the calculation gives 8.201 / 8.200 eV. Its net charge is 0.

Here are the natural (NBO) charges for atoms 1 to 6, given in e: H 0.191; C -0.601; H 0.214; H 0.479; C -0.125; H 0.222


(ii)
Entry from the OMol25 dataset: one molecule with the formula C6H11N (wB97M-V/def2-TZVPD).

Element x y z (Å)
C: -1.17 0.10 -0.54
N: 1.80 1.63 0.26
H: -1.31 -0.63 1.51
C: -0.62 1.46 -0.25
H: 2.71 1.18 0.15
C: 1.07 -1.47 0.05
H: 1.00 -1.33 1.14
H: -2.16 -1.62 0.32
H: -1.75 0.01 -1.47
H: 2.13 -1.57 -0.21
C: -1.90 -0.60 0.59
C: 0.68 1.08 -0.18
H: 1.83 2.57 0.63
H: -1.11 2.41 -0.14
H: -2.84 -0.07 0.82
C: 0.44 -0.32 -0.70
H: 0.62 -0.43 -1.78
H: 0.58 -2.41 -0.21

For the gap between HOMO and LUMO, the calculation gives 8.512 eV. Its net charge is 0. Its structure (SMILES) is C[C@@H]1C(N)=C[C@@H]1C.

Here are the natural (NBO) charges for atoms 1 to 6, given in e: C -0.190; N -0.805; H 0.203; C -0.350; H 0.392; C -0.628


(iii)
Entry from the OMol25 dataset: one molecule with the formula C6H11N (wB97M-V/def2-TZVPD).

Element x y z (Å)
H: 0.37 1.92 -1.67
H: -1.56 2.76 -1.18
C: -0.03 0.03 0.14
C: 0.64 -0.90 0.80
N: -1.67 2.03 -1.87
C: -0.46 -0.10 -1.30
H: 0.87 -1.81 0.26
H: -0.25 1.12 -3.10
C: 0.79 -0.94 2.27
H: 0.01 -0.46 2.83
H: 0.25 -0.80 -1.74
H: -0.03 1.07 0.49
C: 1.59 -1.79 2.91
H: 1.44 -2.04 3.95
H: -1.47 -0.46 -1.51
H: 2.37 -2.30 2.36
C: -0.42 1.25 -2.03
H: -2.43 1.42 -1.60

For the gap between HOMO and LUMO, the calculation gives 9.580 eV. Its net charge is 0. Its structure (SMILES) is C=C/C=C/CCN.

Here are the natural (NBO) charges for atoms 1 to 6, given in e: H 0.185; H 0.357; C -0.146; C -0.236; N -0.839; C -0.458


Of them, (ii) has the highest stability.


(i)
Entry from the OMol25 dataset: C6H11N as an isolated structure (wB97M-V/def2-TZVPD).

Element x y z (Å)
H: -0.93 -1.34 -2.40
C: 0.53 -1.79 1.48
C: -0.50 -1.24 0.57
N: -0.73 0.40 -1.20
C: 0.74 0.95 0.61
C: -0.27 0.05 0.13
H: 1.59 -1.90 1.10
C: 0.40 2.24 0.95
H: -0.53 0.11 -3.29
H: -0.19 1.25 -1.40
H: -0.65 2.47 1.12
H: 0.68 -0.61 -2.28
H: -1.12 -1.98 0.08
H: 0.30 -2.83 1.83
H: 0.74 -1.25 2.49
H: 0.85 1.34 1.76
H: 0.99 3.11 0.81
C: -0.35 -0.40 -2.32

For the gap between HOMO and LUMO, the calculation gives 7.447 eV. Its net charge is 0.

Here are the Löwdin charges for atoms 1 to 6, given in e: H 0.083; C -0.176; C -0.133; N -0.062; C -0.127; C -0.348


(ii)
Entry from the OMol25 dataset: one molecule with the formula C6H11N (wB97M-V/def2-TZVPD).

Element x y z (Å)
H: -2.04 -2.26 -0.20
C: -2.00 -1.95 -1.26
C: -0.52 -0.19 -0.92
N: -1.43 -0.92 -1.74
C: -0.06 -0.69 0.26
H: -0.29 0.03 2.24
H: 2.33 2.58 0.00
H: 0.78 1.97 2.14
H: 2.31 0.83 0.02
C: 0.75 1.56 1.12
H: -2.73 -2.48 -1.84
H: 0.10 2.16 0.50
H: 2.83 2.00 1.53
H: 0.06 -1.78 0.31
C: 2.24 1.70 0.67
H: 1.40 -0.37 1.72
C: 0.44 0.05 1.43
H: -0.06 0.69 -1.34

For the gap between HOMO and LUMO, the calculation gives 9.076 eV. Its net charge is 0. Its structure (SMILES) is C=N/C=C/CCC.

Here are the natural (NBO) charges for atoms 1 to 6, given in e: H 0.144; C -0.051; C -0.073; N -0.418; C -0.173; H 0.227


(iii)
Entry from the OMol25 dataset: one molecule with the formula C6H11N (wB97M-V/def2-TZVPD).

Element x y z (Å)
H: 1.48 1.00 0.44
C: -0.43 0.22 -0.15
H: 0.85 1.94 2.65
N: 1.23 -1.62 2.16
H: -0.03 -1.88 -0.42
H: 1.16 -0.83 -1.15
C: 0.98 -0.61 1.65
H: -1.67 -1.30 -2.24
C: 0.07 1.67 1.92
H: -0.62 1.10 -0.78
H: -0.22 2.58 1.38
C: -0.61 -1.09 -2.35
C: 0.58 0.61 0.94
H: -0.50 -0.17 -2.93
H: -0.16 -1.91 -2.92
H: -0.80 1.30 2.47
H: -1.39 -0.04 0.33
C: 0.08 -0.95 -0.99

For the gap between HOMO and LUMO, the calculation gives 12.244 eV. Its net charge is 0. Its structure (SMILES) is CCC[C@@H](C)C#N.

Here are the natural (NBO) charges for atoms 1 to 6, given in e: H 0.237; C -0.377; H 0.222; N -0.337; H 0.217; H 0.196


Of them, (iii) has the highest stability.


(i)
Entry from the OMol25 dataset: one molecule with the formula C6H11N (wB97M-V/def2-TZVPD).

Element x y z (Å)
C: 0.60 -0.76 -2.12
H: -2.05 -0.03 0.04
N: -0.44 -1.03 -1.25
H: -0.51 -1.93 -0.75
H: 0.67 1.37 0.24
C: 0.00 1.26 3.05
H: 0.70 0.31 -2.03
C: 1.24 -1.57 -3.10
H: -1.00 1.57 3.38
H: 0.99 -2.62 -3.07
H: 0.56 2.10 2.59
C: -0.99 0.14 -0.40
C: -0.12 0.70 0.56
H: 0.56 0.88 3.97
H: 1.91 -1.09 -3.82
H: -1.09 0.92 -1.18
H: -0.85 -0.52 2.09
C: -0.19 0.31 1.81

For the gap between HOMO and LUMO, the calculation gives 8.766 eV. Its net charge is 0. Its structure (SMILES) is C=CNC/C=C/C.

Here are the natural (NBO) charges for atoms 1 to 6, given in e: C 0.028; H 0.218; N -0.620; H 0.382; H 0.205; C -0.641


(ii)
Entry from the OMol25 dataset: one molecule with the formula C6H11N (wB97M-V/def2-TZVPD).

Element x y z (Å)
C: 1.03 0.10 -1.09
C: -0.91 -1.11 -0.11
H: -1.36 -1.36 0.86
H: 1.39 2.49 0.02
H: -1.33 -3.07 -0.87
H: 0.90 -0.50 0.89
H: -0.99 1.66 -0.16
C: 0.78 2.28 0.91
C: 0.22 -0.09 0.13
H: -0.10 -2.21 -1.81
H: -1.70 -0.63 -0.71
H: 0.35 3.23 1.25
N: 1.65 0.25 -2.05
H: 1.46 1.91 1.69
H: -0.92 1.09 1.50
H: 0.33 -2.91 -0.24
C: -0.32 1.27 0.61
C: -0.48 -2.41 -0.80

For the gap between HOMO and LUMO, the calculation gives 12.363 eV. Its net charge is 0. Its structure (SMILES) is CCC(C#N)CC.

Here are the natural (NBO) charges for atoms 1 to 6, given in e: C 0.293; C -0.375; H 0.208; H 0.220; H 0.216; H 0.237


(iii)
Entry from the OMol25 dataset: one molecule with the formula C6H11N (wB97M-V/def2-TZVPD).

Element x y z (Å)
H: 0.22 -1.48 1.31
C: 1.40 -2.48 -0.15
C: -0.27 -0.52 -0.38
H: 1.33 2.93 0.03
H: 0.85 -3.28 -0.67
H: 2.06 -2.93 0.63
H: 1.48 1.22 -0.36
H: -1.17 2.66 0.17
H: 1.99 -1.98 -0.91
H: -2.69 -0.68 0.74
N: -0.52 1.84 0.34
C: -2.32 0.35 0.72
C: -1.06 0.54 0.29
H: -2.86 1.12 1.27
C: 0.41 -1.46 0.32
H: 0.50 2.41 -1.48
C: 0.75 2.13 -0.39
H: -0.10 -0.39 -1.46

For the gap between HOMO and LUMO, the calculation gives 8.800 eV. Its net charge is 0. Its structure (SMILES) is C=C(/C=C/C)NC.

Here are the natural (NBO) charges for atoms 1 to 6, given in e: H 0.187; C -0.659; C -0.250; H 0.202; H 0.227; H 0.224


(iv)
Entry from the OMol25 dataset: one molecule with the formula C6H11N (wB97M-V/def2-TZVPD).

Element x y z (Å)
H: -0.94 -0.84 1.64
H: 1.29 3.87 -0.02
C: 1.65 1.70 -0.28
H: -2.99 -2.87 1.18
C: 1.89 3.14 -0.70
H: 0.66 -0.57 -0.86
H: -0.25 1.85 0.74
C: -0.74 -0.98 0.56
C: 0.48 1.23 0.21
H: -2.31 -3.92 -0.18
H: 1.65 3.38 -1.84
H: 2.95 3.39 -0.41
N: -1.47 -1.85 -0.24
H: -1.31 -3.33 1.31
H: 2.36 0.89 -0.53
H: -0.82 -1.98 -1.00
C: -2.13 -3.05 0.51
C: 0.02 -0.07 -0.08

For the gap between HOMO and LUMO, the calculation gives 7.775 eV. Its net charge is 0. Its structure (SMILES) is C/C=C/C=C/NC.

Here are the natural (NBO) charges for atoms 1 to 6, given in e: H 0.190; H 0.214; C -0.192; H 0.214; C -0.653; H 0.174


Of them, (ii) has the highest stability.


(i)
Entry from the OMol25 dataset: a 2-piece molecular cluster, C6H11N overall (wB97M-V/def2-TZVPD).

Element x y z (Å)
H: 0.45 2.21 0.12
H: 0.11 -0.03 2.69
N: 1.38 -0.14 0.02
C: -0.69 -1.20 0.02
H: -0.04 -1.79 2.55
H: 1.56 -1.04 2.57
H: -1.78 -1.14 -1.81
C: -0.81 1.39 -1.40
H: -1.53 -1.55 0.61
H: 2.14 0.22 0.61
C: 0.40 1.75 -0.86
C: 0.53 -0.92 2.21
C: -0.85 -0.91 -1.31
H: -1.72 1.56 -0.84
C: 0.48 -0.79 0.71
H: 1.26 1.88 -1.49
H: -0.92 1.35 -2.47
H: 0.03 -0.88 -1.93

For the gap between HOMO and LUMO, the calculation gives 9.020 eV. Its net charge is 0. Its structure (SMILES) is [H]/N=C(\C)C=C.C=C.

Here are the natural (NBO) charges for atoms 1 to 6, given in e: H 0.192; H 0.224; N -0.634; C -0.312; H 0.220; H 0.218


(ii)
Entry from the OMol25 dataset: one molecule with the formula C6H11N (wB97M-V/def2-TZVPD).

Element x y z (Å)
H: -0.19 -0.14 2.12
H: -2.02 1.88 -0.46
C: -1.26 0.02 0.21
H: 2.44 -1.77 -0.85
H: -2.36 -0.36 0.35
H: -0.07 1.75 -0.37
H: 1.32 0.52 -1.70
H: -0.94 0.65 -1.66
C: -1.14 1.46 0.12
C: 1.54 -1.37 -0.46
N: -0.62 -0.24 -1.23
H: 0.77 -2.15 -0.18
C: -0.19 -0.40 1.06
H: -1.27 1.84 1.35
C: 1.11 -0.26 0.47
C: 0.92 -0.16 -0.98
H: -0.11 -1.57 1.33
H: 2.07 0.30 0.88

For the gap between HOMO and LUMO, the calculation gives 9.572 eV. Its net charge is 0. Its structure (SMILES) is C[C@@H]1C[C@H]2C[C@H]2N1.

Here are the natural (NBO) charges for atoms 1 to 6, given in e: H 0.245; H 0.218; C -0.112; H 0.234; H 0.236; H 0.234


(iii)
Entry from the OMol25 dataset: one molecule with the formula C6H11N (wB97M-V/def2-TZVPD).

Element x y z (Å)
H: 2.25 0.91 -0.67
H: -0.17 1.74 -1.13
C: -1.64 -1.07 0.31
C: -0.97 1.01 -0.94
H: 2.86 -0.37 0.41
H: -1.22 0.51 -1.88
C: 0.80 -0.73 -0.31
C: -0.53 -0.03 0.12
H: 1.82 1.27 1.94
H: -1.85 1.56 -0.61
H: -1.78 -1.65 -0.61
C: 1.93 0.17 0.10
H: 0.89 -1.68 0.22
C: -0.22 0.76 1.40
H: -1.39 -1.77 1.11
H: 0.75 -0.93 -1.38
H: -2.59 -0.59 0.56
N: 1.08 0.90 1.36

For the gap between HOMO and LUMO, the calculation gives 9.106 eV. Its net charge is 0.

Here are the natural (NBO) charges for atoms 1 to 6, given in e: H 0.199; H 0.207; C -0.597; C -0.607; H 0.206; H 0.208


(iv)
Entry from the OMol25 dataset: one molecule with the formula C6H11N (wB97M-V/def2-TZVPD).

Element x y z (Å)
C: 0.19 -0.92 -2.34
C: -0.21 0.26 1.09
C: -0.55 1.37 1.80
C: 0.57 -0.68 -0.90
H: 0.03 1.34 -0.69
H: -0.28 0.22 3.82
H: 1.61 -2.27 -2.88
N: -0.16 0.45 -0.31
H: 0.62 -1.93 -4.28
H: -0.75 2.29 1.24
H: 0.36 -1.53 -0.24
C: 0.83 -1.72 -3.22
H: -1.72 1.38 3.75
H: -0.21 2.03 4.05
H: -0.76 -0.54 -2.62
H: 1.68 -0.45 -0.65
H: -0.02 -0.68 1.49
C: -0.74 1.18 3.44

For the gap between HOMO and LUMO, the calculation gives 8.875 eV. Its net charge is 0. Its structure (SMILES) is C=CCN/C=C/C.

Here are the natural (NBO) charges for atoms 1 to 6, given in e: C -0.190; C -0.026; C -0.257; C -0.260; H 0.380; H 0.212


Of them, (iii) has the highest stability.


(i)
Entry from the OMol25 dataset: C6H11N as an isolated structure (wB97M-V/def2-TZVPD).

Element x y z (Å)
H: -2.50 1.02 0.29
H: 2.86 -0.82 0.12
H: -0.90 2.19 0.17
H: 2.75 0.94 0.38
C: 2.27 0.08 -0.10
C: 0.84 -0.09 0.40
H: 0.15 -1.11 -1.37
N: 0.14 2.37 0.30
H: 0.31 -2.18 0.04
C: -0.01 1.12 0.20
H: 0.85 -0.28 1.48
C: 0.01 -1.18 -0.28
C: -1.46 -0.89 0.06
H: -1.63 -1.06 1.13
H: 2.29 0.24 -1.18
C: -1.61 0.58 -0.23
H: -2.14 -1.52 -0.50
H: -1.79 0.79 -1.30

For the gap between HOMO and LUMO, the calculation gives 10.343 eV. Its net charge is 0.

Here are the natural (NBO) charges for atoms 1 to 6, given in e: H 0.224; H 0.212; H 0.400; H 0.225; C -0.593; C -0.313


(ii)
Entry from the OMol25 dataset: one molecule with the formula C6H11N (wB97M-V/def2-TZVPD).

Element x y z (Å)
C: -0.08 1.56 0.04
H: 2.88 -1.88 0.08
H: 2.08 1.39 0.24
N: 1.26 1.05 -0.22
H: -0.56 0.06 1.68
C: -0.98 0.52 0.78
H: -1.74 -2.22 -0.35
H: -2.68 -1.81 1.16
H: 0.65 -0.87 -0.77
C: -2.45 -1.54 0.14
H: 3.72 -0.46 -0.43
C: -1.86 -0.14 0.02
H: -2.21 0.26 -0.92
H: -0.01 2.43 0.67
C: 1.52 -0.30 -0.46
H: -3.35 -1.64 -0.49
C: 2.72 -0.86 -0.28
H: -0.57 1.60 -0.92

For the gap between HOMO and LUMO, the calculation gives 8.742 eV. Its net charge is 0. Its structure (SMILES) is C=CNC/C=C/C.

Here are the natural (NBO) charges for atoms 1 to 6, given in e: C -0.229; H 0.208; H 0.387; N -0.617; H 0.199; C -0.223


Of them, (i) has the highest stability.